(1)
Computed, not measured: a cluster of 2 separate species, C10H24F3N2O5P in total at a distorted geometry, with ωB97M-V with the def2-TZVPD basis set.

HOMO level in eV: -6.48
Electronic energy in a.u.: -1521.65436
Multiplicity: 1

Each line ends with the natural charge from an NBO analysis.
Element x y z (Å)
1 C 4.100 1.061 1.052  -0.774
2 C 3.018 2.204 1.513  0.764
3 O 3.386 3.004 2.553  -0.610
4 O 1.715 2.484 0.886  -0.518
5 C 0.905 1.267 0.714  -0.113
6 C -0.483 1.607 -0.151  -0.730
7 P -1.276 0.022 -0.890  1.265
8 O -2.543 1.004 -1.610  -1.044
9 C -1.867 -1.594 -1.739  -0.737
10 C -1.376 -2.967 -0.966  -0.521
11 C 0.192 -3.372 -1.227  0.696
12 N 1.250 -2.447 -1.824  -0.893
13 O 0.557 -4.623 -0.830  -0.614
14 C -2.227 -0.291 0.722  -0.797
15 C -3.749 -0.820 0.639  0.050
16 O -4.774 0.173 0.232  -0.708
17 C -4.174 -1.192 2.220  0.968
18 F -3.356 -2.357 2.702  -0.366
19 F -5.579 -1.736 2.102  -0.382
20 F -4.108 -0.009 3.117  -0.341
21 H 4.138 0.953 -0.123  0.228
22 H 5.217 1.296 1.392  0.219
23 H 3.876 -0.023 1.493  0.298
24 H 1.558 0.535 0.032  0.177
25 H 0.693 0.678 1.702  0.195
26 H -1.224 2.307 0.421  0.219
27 H -0.095 2.242 -1.085  0.208
28 H -0.501 0.276 -2.082  -0.190
29 H -0.170 -0.739 -0.350  -0.207
30 H -3.321 0.458 -1.914  0.468
31 H -3.016 -1.687 -1.902  0.185
32 H -1.375 -1.640 -2.825  0.216
33 H -2.055 -3.846 -1.391  0.236
34 H -1.545 -2.961 0.192  0.250
35 H 1.239 -2.671 -2.858  0.386
36 H 2.163 -2.703 -1.386  0.378
37 H -1.598 -1.105 1.330  0.228
38 H -2.224 0.665 1.439  0.243
39 H -3.950 -1.814 0.059  0.205
40 H -5.528 -0.414 -0.132  0.472
41 N 5.621 3.755 -0.245  -0.869
42 H 5.107 3.717 0.643  0.484
43 H 4.959 3.696 -1.027  0.464
44 H 6.141 4.639 -0.303  0.455
45 H 6.279 2.968 -0.294  0.456

=====

(2)
Computed, not measured: a structure of composition C18H23Cl3N3O3S5W at a distorted geometry, with ωB97M-V with the def2-TZVPD basis set.

HOMO level (spin up / spin down) in eV: -17.25 / -17.20
Energy relative to the best compared isomer or geometry (same formula, charge and spin) in kJ/mol: 212.1
Net charge: +3
Electronic energy in a.u.: -4527.27976
Multiplicity: 1

Each line ends with the natural charge from an NBO analysis.
Element x y z (Å)
1 W 0.336 -1.013 0.019  1.092
2 C 3.332 0.797 -0.683  -0.515
3 C 3.318 0.754 0.836  -0.552
4 S 1.663 0.748 1.590  0.385
5 C 1.258 2.501 1.860  -0.554
6 C 0.960 3.438 0.701  -0.585
7 S -0.598 3.032 -0.136  1.274
8 C -0.016 2.692 -1.796  -0.581
9 C -0.965 1.781 -2.563  -0.571
10 S -0.781 0.004 -2.256  0.422
11 C 0.540 -0.473 -3.414  -0.548
12 C 1.956 -0.057 -3.046  -0.513
13 S 2.475 -0.648 -1.391  0.393
14 H 4.362 0.759 -1.041  0.285
15 H 2.872 1.702 -1.076  0.207
16 H 3.871 1.599 1.247  0.278
17 H 3.800 -0.151 1.209  0.278
18 H 2.120 2.904 2.396  0.290
19 H 0.437 2.472 2.576  0.274
20 H 1.747 3.453 -0.051  0.254
21 H 0.826 4.456 1.073  0.300
22 H 0.985 2.276 -1.720  0.233
23 H 0.045 3.691 -2.242  0.299
24 H -0.811 1.930 -3.632  0.289
25 H -2.013 2.015 -2.368  0.280
26 H 0.278 -0.066 -4.392  0.279
27 H 0.459 -1.556 -3.492  0.278
28 H 2.100 1.022 -3.074  0.228
29 H 2.655 -0.501 -3.755  0.288
30 N 1.091 -3.484 3.674  -0.693
31 C 0.693 -2.750 2.660  0.309
32 S 1.806 -2.351 1.349  0.080
33 N -0.567 -2.314 2.596  -0.289
34 N -0.679 -1.529 1.550  -0.219
35 C -1.744 -1.140 0.750  -0.195
36 C -2.581 0.035 1.152  -0.161
37 C -3.828 -0.231 1.717  -0.129
38 C -4.636 0.793 2.188  -0.169
39 C -4.205 2.108 2.112  -0.136
40 C -2.973 2.408 1.539  -0.310
41 C -2.215 1.362 1.065  0.327
42 O -0.924 1.571 0.423  -0.695
43 H 2.016 -3.886 3.712  0.441
44 H 0.440 -3.709 4.415  0.451
45 H -2.336 -1.972 0.371  0.261
46 H -4.161 -1.259 1.790  0.250
47 H -5.599 0.562 2.622  0.263
48 H -4.822 2.911 2.492  0.260
49 H -2.654 3.441 1.477  0.242
50 Cl 2.036 -3.999 -2.159  0.039
51 C 0.479 -4.740 -1.726  -0.238
52 Cl -0.124 -5.682 -3.066  0.147
53 Cl 0.670 -5.704 -0.265  0.099
54 C -0.583 -3.684 -1.378  0.742
55 O -1.738 -3.899 -1.283  -0.443
56 O -0.074 -2.418 -1.156  -0.720

=====

(3)
Computed, not measured: a cluster of 4 separate species, C28H57NO5P in total at a distorted geometry, with ωB97M-V with the def2-TZVPD basis set.

HOMO level (spin up / spin down) in eV: -7.79 / -7.80
Electronic energy in a.u.: -1872.96618
Multiplicity: 2

Each line ends with the Löwdin spin population.
Element x y z (Å)
1 C 4.159 -1.534 3.262  0.000
2 C 2.648 -1.533 2.543  0.000
3 P 2.642 0.076 1.443  0.000
4 C 1.737 1.420 2.509  0.000
5 C 1.719 -0.266 -0.194  0.000
6 C 0.074 -0.002 -0.067  0.002
7 C -0.744 -1.266 0.580  0.001
8 C -2.283 -0.725 0.913  0.000
9 C -3.442 -1.427 -0.011  0.000
10 O -4.240 -2.461 0.726  0.000
11 C 2.237 0.743 -1.383  0.019
12 C 3.674 0.347 -2.056  0.022
13 C 3.747 1.220 -3.484  -0.002
14 C 4.855 0.987 -1.110  0.004
15 N 3.857 -1.086 -2.452  0.345
16 O 3.479 -1.357 -3.713  0.564
17 C 3.376 -2.095 -1.448  0.022
18 C 4.528 -2.520 -0.311  0.004
19 C 3.161 -3.509 -2.322  -0.002
20 C 1.900 -1.792 -0.785  0.018
21 H 4.624 -0.471 3.113  0.000
22 H 4.077 -1.791 4.401  0.000
23 H 4.868 -2.297 2.679  0.000
24 H 1.790 -1.525 3.341  0.000
25 H 2.640 -2.523 1.880  0.000
26 H 2.616 1.975 3.096  0.000
27 H 1.010 0.882 3.252  0.000
28 H 1.232 2.199 1.797  0.000
29 H -0.386 0.173 -1.152  0.000
30 H -0.193 0.954 0.553  0.000
31 H -0.311 -1.664 1.596  0.000
32 H -0.882 -2.134 -0.228  0.000
33 H -2.556 -0.881 2.063  0.000
34 H -2.378 0.449 0.737  0.000
35 H -3.036 -1.844 -1.050  0.000
36 H -4.228 -0.582 -0.309  0.000
37 H -4.464 -3.143 0.018  0.000
38 H 1.437 0.760 -2.268  0.001
39 H 2.229 1.839 -0.928  0.002
40 H 2.740 1.114 -4.113  0.000
41 H 4.711 0.985 -4.105  0.000
42 H 3.769 2.367 -3.153  0.000
43 H 5.251 0.285 -0.263  0.000
44 H 5.762 1.341 -1.773  0.000
45 H 4.397 1.985 -0.642  0.000
46 H 4.716 -1.686 0.486  0.000
47 H 5.531 -2.790 -0.856  0.001
48 H 4.137 -3.468 0.301  0.000
49 H 2.998 -4.353 -1.499  0.000
50 H 2.185 -3.496 -2.969  0.000
51 H 4.135 -3.799 -2.906  0.000
52 H 1.603 -2.645 -0.032  0.001
53 H 1.121 -1.881 -1.685  0.001
54 C 3.395 0.388 -8.133  0.000
55 C 2.891 1.598 -8.877  0.000
56 C 2.340 2.452 -7.756  0.000
57 O 3.120 2.160 -6.589  0.000
58 C 3.919 0.999 -6.853  0.000
59 H 4.155 -0.178 -8.678  0.000
60 H 2.559 -0.286 -7.911  0.000
61 H 3.730 2.112 -9.360  0.000
62 H 2.146 1.365 -9.642  0.000
63 H 1.299 2.193 -7.535  0.000
64 H 2.394 3.521 -7.978  0.000
65 H 4.958 1.327 -6.966  0.000
66 H 3.862 0.311 -6.005  0.000
67 C -5.203 3.689 3.114  0.000
68 C -4.233 2.959 4.007  0.000
69 C -3.638 1.940 3.061  0.000
70 O -3.655 2.526 1.752  0.000
71 C -4.465 3.709 1.794  0.000
72 H -5.464 4.688 3.472  0.000
73 H -6.128 3.107 3.017  0.000
74 H -3.454 3.650 4.351  0.000
75 H -4.700 2.505 4.885  0.000
76 H -4.243 1.028 3.027  0.000
77 H -2.612 1.668 3.329  0.000
78 H -3.796 4.574 1.727  0.000
79 H -5.141 3.724 0.935  0.000
80 C -6.206 -2.216 5.688  0.000
81 C -7.247 -1.189 6.051  0.000
82 C -6.491 0.108 5.863  0.000
83 O -5.526 -0.119 4.827  0.000
84 C -5.458 -1.528 4.568  0.000
85 H -6.625 -3.181 5.392  0.000
86 H -5.535 -2.381 6.540  0.000
87 H -8.082 -1.241 5.341  0.000
88 H -7.649 -1.307 7.060  0.000
89 H -5.947 0.386 6.772  0.000
90 H -7.145 0.938 5.582  0.000
91 H -5.937 -1.712 3.600  0.000
92 H -4.413 -1.842 4.505  0.000

=====

(4)
Computed, not measured: a structure of composition C3H2Br4 at a distorted geometry, with ωB97M-V with the def2-TZVPD basis set.

HOMO level (spin up / spin down) in eV: -8.82 / -8.83
Energy relative to the best compared isomer or geometry (same formula, charge and spin) in kJ/mol: 336.7
Electronic energy in a.u.: -10411.39192
Multiplicity: 1

Each line ends with the natural charge from an NBO analysis.
Element x y z (Å)
1 C 0.012 -0.161 -0.088  -0.470
2 C 1.068 -0.654 -0.952  -0.074
3 C 0.420 -1.693 -0.156  -0.295
4 Br 2.764 -0.161 -1.289  0.545
5 Br 5.408 0.203 0.154  -0.511
6 Br 1.555 -2.284 1.352  0.105
7 Br -0.435 -3.143 -0.890  0.181
8 H 0.077 0.202 0.892  0.265
9 H -0.864 0.101 -0.580  0.254

=====

(5)
Computed, not measured: a cluster of 2 separate species, C3H8N2O in total, with ωB97M-V with the def2-TZVPD basis set.

HOMO level (spin up / spin down) in eV: -7.51 / -7.50
Energy relative to the best compared isomer or geometry (same formula, charge and spin) in kJ/mol: 588.9
Electronic energy in a.u.: -303.66782
Multiplicity: 1

Each line ends with the natural charge from an NBO analysis.
Element x y z (Å)
1 C -0.029 0.336 -1.774  0.102
2 C 0.925 -1.068 -0.115  -0.186
3 C -0.334 -0.160 1.535  0.021
4 N -0.161 -0.789 -0.780  -0.284
5 N -0.874 1.045 1.324  -0.734
6 O 0.318 -0.469 -2.759  -0.700
7 H 0.740 1.073 -1.421  0.074
8 H -1.028 0.825 -1.840  0.099
9 H -1.696 1.104 0.740  0.409
10 H -0.269 1.852 1.280  0.403
11 H 1.859 -0.522 -0.297  0.177
12 H 1.007 -2.032 0.388  0.178
13 H -1.009 -1.001 1.565  0.226
14 H 0.551 -0.193 2.155  0.215

=====

(6)
Computed, not measured: a cluster of 2 separate species, C4H6FO3P in total at a distorted geometry, with ωB97M-V with the def2-TZVPD basis set.

HOMO level (spin up / spin down) in eV: 1.13 / 1.36
Net charge: -2
Electronic energy in a.u.: -822.80638
Multiplicity: 1

Each line ends with the natural charge from an NBO analysis.
Element x y z (Å)
1 C 1.010 -1.588 0.309  0.088
2 C -0.341 0.399 -0.538  -0.254
3 C 1.707 -0.956 1.549  -0.792
4 C -1.771 -0.164 -0.602  -0.675
5 O -0.340 1.728 0.139  -0.866
6 O 1.667 2.065 -1.667  -1.178
7 O -0.744 2.453 -2.372  -1.204
8 F -0.256 -2.298 0.880  -0.551
9 P 0.215 1.768 -1.428  2.280
10 H 2.296 -1.727 2.102  0.160
11 H 0.841 -0.691 2.189  0.190
12 H 2.241 -0.111 1.238  0.223
13 H -2.358 0.436 0.149  0.188
14 H -2.267 -0.036 -1.549  0.186
15 H -1.899 -1.281 -0.399  0.206

=====

(7)
Computed, not measured: a cluster of 2 separate species, C4H10NO2 in total at a distorted geometry, with ωB97M-V with the def2-TZVPD basis set.

HOMO level in eV: -3.08
Energy relative to the best compared isomer or geometry (same formula, charge and spin) in kJ/mol: 288.5
Net charge: -1
Electronic energy in a.u.: -363.61455
Multiplicity: 1

Each line ends with the natural charge from an NBO analysis.
Element x y z (Å)
1 C -0.185 -0.206 2.046  -0.421
2 N -1.047 0.949 1.668  -0.692
3 C -0.542 1.597 0.386  0.124
4 O -0.701 0.814 -0.683  -0.926
5 H -0.216 -0.991 1.279  0.193
6 H -0.540 -0.646 2.944  0.160
7 H 0.820 0.177 2.204  0.181
8 H -1.989 0.585 1.457  0.330
9 H 0.485 1.906 0.613  0.076
10 H -1.091 2.561 0.269  0.087
11 O 1.540 -1.336 -0.143  -0.651
12 C 1.123 -0.652 -1.085  0.462
13 C 0.335 -1.181 -2.245  -0.705
14 H 1.455 0.426 -1.123  0.126
15 H 1.097 -1.349 -3.011  0.193
16 H -0.392 -0.465 -2.653  0.255
17 H -0.152 -2.187 -1.923  0.206

=====

(8)
Computed, not measured: a structure of composition C24H43Cl2N4O4SiZn at a distorted geometry, with ωB97M-V with the def2-TZVPD basis set.

HOMO level in eV: -4.07
Net charge: -1
Electronic energy in a.u.: -4449.68837
Multiplicity: 1

Each line ends with the Mulliken charge.
Element x y z (Å)
1 C 1.285 -0.168 -4.181  -1.116
2 C 0.013 0.631 -4.132  0.313
3 H 1.330 -0.890 -5.007  0.358
4 H 1.384 -0.719 -3.223  -0.168
5 H 2.164 0.502 -4.253  0.284
6 C -0.926 0.692 -5.091  0.212
7 C -0.861 0.014 -6.419  -1.488
8 H -1.832 1.275 -4.890  0.351
9 H 0.012 -0.644 -6.499  0.341
10 H -0.817 0.729 -7.251  0.291
11 H -1.759 -0.589 -6.594  0.277
12 Zn 0.343 -0.579 -0.096  1.548
13 Cl 1.864 -2.029 -0.916  -0.840
14 C -1.399 2.432 0.672  0.016
15 O -1.369 1.208 0.841  -0.635
16 N -2.465 3.217 0.972  0.390
17 C -3.657 2.654 1.593  -0.940
18 C -2.470 4.648 0.708  -1.007
19 H -0.546 3.009 0.252  0.240
20 H -3.495 1.593 1.773  0.236
21 H -4.525 2.802 0.937  0.258
22 H -3.863 3.179 2.533  0.330
23 H -1.541 4.927 0.192  0.279
24 H -2.548 5.205 1.654  0.328
25 H -3.327 4.913 0.071  0.342
26 H 0.783 -0.586 5.555  0.318
27 H 3.378 -0.418 5.150  0.315
28 C 0.754 -1.276 4.704  -0.902
29 C 3.230 -1.106 4.308  -0.894
30 N 1.865 -1.014 3.790  0.245
31 H -0.167 -1.141 4.140  0.216
32 C 1.633 -0.755 2.501  0.368
33 O 0.483 -0.754 1.988  -0.906
34 H 3.940 -0.845 3.516  0.267
35 H 2.522 -0.525 1.886  0.102
36 H 0.807 -2.299 5.096  0.303
37 H 3.455 -2.127 4.650  0.306
38 H -0.718 -2.197 -3.240  0.152
39 H -3.006 -1.008 -3.618  0.121
40 C -1.169 -2.770 -2.421  -0.738
41 C -3.372 -1.741 -2.877  -0.774
42 N -2.329 -2.040 -1.910  0.314
43 H -0.429 -2.902 -1.623  0.070
44 C -2.379 -1.533 -0.676  0.131
45 O -1.435 -1.566 0.133  -0.620
46 H -4.242 -1.317 -2.352  0.304
47 H -3.340 -1.051 -0.422  0.262
48 H -1.506 -3.736 -2.809  0.366
49 H -3.665 -2.663 -3.399  0.323
50 O -0.487 0.261 -1.902  0.546
51 C -0.192 1.277 -2.749  -0.738
52 C -2.615 2.106 -2.421  0.615
53 C -1.271 2.373 -2.694  -0.092
54 H -2.918 1.081 -2.176  -0.108
55 C -3.559 3.141 -2.486  -0.660
56 H 0.787 1.726 -2.489  0.494
57 C -0.865 3.681 -2.974  -0.137
58 H -4.613 2.935 -2.300  0.375
59 C -3.149 4.439 -2.807  -0.503
60 C -1.804 4.704 -3.042  -0.713
61 H 0.185 3.889 -3.178  0.410
62 H -3.879 5.253 -2.845  0.362
63 H -1.470 5.714 -3.290  0.328
64 Si 4.792 -4.995 -0.695  0.632
65 Cl 4.190 -4.509 -2.667  -0.338
66 C 3.455 -6.150 -0.050  -0.920
67 C 4.972 -3.257 -0.010  -0.344
68 C 6.408 -5.924 -0.380  -1.011
69 H 2.465 -5.780 -0.348  0.230
70 H 3.480 -6.231 1.044  0.318
71 H 3.599 -7.160 -0.467  0.274
72 H 6.394 -6.958 -0.746  0.277
73 H 6.591 -5.986 0.703  0.318
74 H 7.281 -5.423 -0.810  0.284
75 H 4.058 -2.685 -0.242  -0.215
76 H 5.814 -2.757 -0.514  0.273
77 H 5.125 -3.220 1.076  0.278
78 N 2.135 2.116 -0.248  -0.817
79 C 1.550 1.109 -0.141  -0.266